No. 1
This record from the Open Molecules 2025 dataset describes a structure of composition C36H25CoF9IN4P. The level of theory is ωB97M-V with the def2-TZVPD basis set.

Each line ends with the Mulliken spin population.
Atoms and positions in Å:
Co1 -0.21779 -0.55898 1.45846  1.0038
N1 -0.47792 -0.25115 4.46584  0.0038
C1 -1.12477 -1.40475 4.06526  0.0000
C2 -1.50932 -2.32321 5.05292  -0.0008
C3 -2.21999 -3.44623 4.69392  0.0025
C4 -2.51838 -3.65072 3.34825  -0.0038
C5 -2.07009 -2.72732 2.42874  0.0023
N2 -1.38017 -1.62875 2.76720  -0.0246
C6 -0.52021 0.98562 3.85734  0.0080
C7 -0.29111 2.14423 4.61158  -0.0010
C8 -0.42557 3.37585 4.00960  0.0026
C9 -0.84429 3.43700 2.68084  -0.0021
C10 -1.03000 2.25740 1.99797  0.0124
N3 -0.81039 1.05831 2.55324  0.0002
H1 -0.24833 -0.22954 5.45185  0.0000
H2 -1.26449 -2.13643 6.08773  -0.0001
H3 -2.55142 -4.14775 5.44447  -0.0001
H4 -3.08428 -4.51092 3.03257  -0.0001
H5 -2.27760 -2.85863 1.37531  0.0014
H6 -0.01977 2.06050 5.65046  -0.0003
H7 -0.22766 4.27837 4.56704  0.0000
H8 -1.01469 4.38105 2.19336  0.0003
H9 -1.38964 2.24837 0.97662  -0.0055
I1 5.82824 -0.73983 1.61660  0.0002
C11 3.96049 -1.70808 1.72664  0.0007
C12 3.86030 -3.09533 1.75697  -0.0016
C13 2.60185 -3.65698 1.89587  0.0015
C14 1.49613 -2.82789 1.96001  0.0017
N4 1.58378 -1.49134 1.88839  0.0195
C15 2.79718 -0.94631 1.79833  0.0125
H10 4.74036 -3.71731 1.69618  -0.0002
H11 2.47788 -4.72647 1.95605  0.0001
H12 0.50800 -3.25135 2.07707  -0.0062
H13 2.86739 0.13300 1.79507  0.0018
F1 2.59655 5.79574 -2.18172  0.0000
C16 3.33319 4.81823 -1.63405  -0.0001
F2 4.33974 4.55559 -2.47202  0.0000
F3 3.85986 5.30121 -0.50751  0.0000
C17 2.47833 3.59552 -1.39465  -0.0003
C18 2.35274 3.02861 -0.13518  -0.0010
C19 1.50852 1.94468 0.02987  0.0045
C20 0.78521 1.43720 -1.04241  0.0005
C21 0.94471 1.99811 -2.30877  0.0007
C22 1.79041 3.07518 -2.48441  0.0000
P1 -0.34862 0.01958 -0.77887  0.0154
C23 0.31590 -1.13737 -2.02248  -0.0232
C24 0.00419 -1.01196 -3.37445  -0.0027
C25 0.66020 -1.79321 -4.30800  0.0000
C26 1.61417 -2.71001 -3.88864  -0.0005
C27 1.91950 -2.85461 -2.54218  -0.0005
C28 1.27351 -2.06194 -1.61458  0.0044
C29 2.32917 -3.57958 -4.89700  0.0002
F4 3.59222 -3.81966 -4.52671  0.0000
F5 2.36105 -3.02222 -6.10530  0.0000
F6 1.72599 -4.77048 -5.01291  0.0000
C30 -1.90661 0.60238 -1.50917  -0.0202
C31 -2.17334 1.96649 -1.62436  -0.0037
C32 -3.37867 2.39376 -2.14647  0.0001
C33 -4.31951 1.45469 -2.55011  -0.0011
C34 -4.06379 0.09182 -2.44103  -0.0008
C35 -2.86217 -0.33528 -1.90794  0.0019
C36 -5.66482 1.93794 -3.04516  0.0002
F7 -5.58263 3.13867 -3.61929  0.0000
F8 -6.51791 2.05338 -2.01290  0.0000
F9 -6.21255 1.10169 -3.92543  0.0000
H14 2.91076 3.43023 0.69633  -0.0001
H15 1.38690 1.49615 1.00888  -0.0072
H16 0.41181 1.60029 -3.15842  0.0001
H17 1.91609 3.52096 -3.46022  0.0000
H18 -0.74425 -0.30820 -3.70510  0.0002
H19 0.44965 -1.67982 -5.36011  -0.0001
H20 2.67008 -3.56610 -2.23416  0.0000
H21 1.51823 -2.15957 -0.56725  0.0046
H22 -1.43180 2.69741 -1.33592  -0.0001
H23 -3.58862 3.44725 -2.24636  0.0000
H24 -4.80225 -0.62282 -2.77299  0.0000
H25 -2.65486 -1.39434 -1.81860  -0.0002

Summary:
2S+1: 2
HOMO (alpha / beta) in eV: -14.37 / -14.37
Charge: +2
Expectation value of S²: 0.7788

=====

No. 2
This record from the Open Molecules 2025 dataset describes a structure of composition C11H24GaGdN2. The level of theory is ωB97M-V with the def2-TZVPD basis set.

Each line ends with the Mulliken spin population.
Atoms and positions in Å:
C1 -2.18414 2.46723 -0.04269  -0.0188
C2 -2.54479 1.62126 -1.24929  -0.0067
C3 -3.06245 0.21970 -0.86008  -0.0041
C4 -2.37355 -1.02174 -1.48284  -0.0009
C5 -1.77992 -2.06472 -0.49503  0.0089
Ga1 0.15978 -1.82265 -0.17643  -0.0014
N1 0.45959 0.09962 -0.55045  0.0010
C6 1.40839 0.70835 -1.05943  -0.0107
C7 2.55569 0.30798 -1.93059  -0.0055
C8 1.31009 2.28354 -0.80868  -0.1915
N2 0.53294 -2.27127 1.80824  0.9045
C9 1.49933 -1.90976 2.52550  -0.0957
C10 1.80924 -0.47233 2.80749  0.0969
C11 2.35628 -2.94919 3.18329  0.0837
H1 -3.02541 2.53962 0.63735  -0.0022
H2 -1.91027 3.50668 -0.32668  0.0064
H3 -1.34625 2.03113 0.49132  0.0068
H4 -1.70192 1.51323 -1.94874  0.0090
H5 -3.34670 2.14460 -1.76900  0.0117
H6 -4.11359 0.18242 -1.12267  -0.0010
H7 -3.01102 0.15630 0.22619  -0.0006
H8 -1.59116 -0.68317 -2.16278  0.0029
H9 -3.13917 -1.55119 -2.04027  0.0009
H10 -1.94361 -3.07621 -0.84426  0.0014
H11 -2.28027 -1.93541 0.46315  -0.0012
H12 1.06914 -2.75631 -1.04433  0.0010
H13 2.31872 -0.59523 -2.48063  0.0017
H14 2.76393 1.09106 -2.65876  -0.0183
H15 3.47326 0.18754 -1.36058  -0.0019
H16 2.22772 2.68876 -0.37789  -0.0053
H17 1.08086 2.74220 -1.74366  -0.3213
H18 0.44404 2.43723 -0.17646  -0.0297
H19 1.01060 0.17989 2.47676  -0.0011
H20 2.74761 -0.23368 2.31480  -0.0064
H21 1.93965 -0.34984 3.87742  -0.0040
H22 2.06761 -3.94993 2.89449  -0.0025
H23 3.40524 -2.74690 2.99604  -0.0034
H24 2.19455 -2.85057 4.25501  -0.0013
Gd1 0.51997 4.13176 -2.24484  6.5987

Summary:
2S+1: 8
HOMO (alpha / beta) in eV: -13.62 / -13.65
Charge: +2
Expectation value of S²: 16.7902

=====

No. 3
This record from the Open Molecules 2025 dataset describes a structure of composition C12H17Cl5O3Zr. The level of theory is ωB97M-V with the def2-TZVPD basis set.

Each line ends with the natural charge from an NBO analysis.
Atoms and positions in Å:
C1 0.04904 -2.32845 -0.20918  -0.1775
C2 -0.62770 -1.89994 -1.41038  -0.0173
C3 -1.87811 -1.31164 -1.02960  -0.1140
C4 -0.19759 -2.12885 -2.81912  -0.6679
C5 -1.97436 -1.34855 0.40368  -0.1600
C6 -0.79519 -1.98022 0.91446  -0.1394
C7 -0.52194 -2.30794 2.35322  -0.6270
C8 1.36653 -3.02993 -0.14290  -0.6323
C9 -2.94267 -0.83399 -1.96862  -0.6393
C10 -3.19398 -0.95367 1.17731  -0.6266
Zr1 0.09738 0.18406 -0.10600  1.8515
Cl1 1.03414 1.27975 -4.93183  -0.9913
Cl2 1.77230 0.06890 -1.70960  -0.3949
Cl3 -1.19923 1.74709 -1.37695  -0.4954
H1 0.87717 -2.33575 -2.85158  0.2307
H2 -0.38453 -1.23216 -3.43295  0.2752
H3 -0.76034 -2.97668 -3.21559  0.1872
H4 -2.48018 -0.36597 -2.84721  0.2553
H5 -3.57699 -0.09106 -1.46846  0.2173
H6 -3.55627 -1.68315 -2.28565  0.1897
H7 -3.60565 -0.01000 0.78715  0.2268
H8 -2.93831 -0.82291 2.23636  0.2073
H9 -3.95259 -1.74213 1.07719  0.1978
H10 -0.96824 -1.54680 3.01286  0.2051
H11 0.55915 -2.35773 2.54077  0.2344
H12 -0.97390 -3.28213 2.57654  0.1937
H13 2.04103 -2.66961 -0.93333  0.2435
H14 1.18117 -4.10038 -0.28192  0.1899
H15 1.84950 -2.86303 0.82958  0.2252
O1 1.61820 -0.08798 1.30149  -1.1064
H16 1.30926 0.40619 2.12051  0.4459
Cl4 2.68079 4.08284 1.92561  -0.0570
C11 1.06561 4.32877 1.22522  -0.3273
Cl5 1.14083 5.09884 -0.36093  -0.0134
C12 0.31060 2.87343 1.10807  0.7946
O2 -0.69971 2.73001 1.73766  -0.6682
O3 0.99948 2.20512 0.31053  -0.7185
H17 0.45852 4.92567 1.90566  0.2026

Summary:
2S+1: 1
HOMO in eV: -1.05
Charge: -2

=====

No. 4
This record from the Open Molecules 2025 dataset describes a cluster of 2 separate species, C4H12N3O in total. The level of theory is ωB97M-V with the def2-TZVPD basis set.

Each line ends with the natural charge from an NBO analysis.
Atoms and positions in Å:
N1 0.13316 -2.90167 1.40953  -0.7973
C1 -0.19660 -1.97533 0.49007  0.7967
N2 -1.21740 -1.10078 0.77843  -0.8337
O1 0.41718 -1.92715 -0.59040  -0.7103
H1 -0.27185 -2.94410 2.32452  0.4106
H2 0.91973 -3.48494 1.15999  0.4277
H3 -1.72791 -1.23354 1.63360  0.4000
H4 -1.79296 -0.85288 -0.01018  0.4062
C2 -0.41914 3.43956 0.55248  -0.6473
C3 -0.26775 2.42755 -0.53286  -0.1262
C4 0.71865 1.54850 -0.53648  -0.0874
N3 0.82310 0.49526 -1.54663  -0.7149
H5 0.30051 3.26774 1.34564  0.2249
H6 -0.33236 4.46049 0.18596  0.2469
H7 -1.40190 3.37413 0.99962  0.2394
H8 -0.95901 2.45332 -1.37023  0.2077
H9 1.45911 1.50102 0.24871  0.2250
H10 0.16634 0.64548 -2.31176  0.4272
H11 1.75865 0.50955 -1.95882  0.4318
H12 0.66031 -0.49134 -1.15563  0.4730

Summary:
2S+1: 1
HOMO in eV: -13.95
ΔE to the lowest compared entry with this formula, charge and spin in kcal/mol: 0.00
Charge: +1

=====

No. 5
This record from the Open Molecules 2025 dataset describes a structure of composition C52H50CsN12PS. The level of theory is ωB97M-V with the def2-TZVPD basis set.

Each line ends with the Löwdin charge.
Atoms and positions in Å:
Cs1 0.13380 0.47984 -0.54109  0.8246
C1 -3.94690 -2.21968 0.56704  -0.0997
C2 -2.62166 -1.84759 0.37199  -0.1247
N1 -2.11373 -0.76229 0.93750  0.0141
C3 -2.91547 -0.04202 1.72732  -0.2011
C4 -4.24986 -0.42184 1.89847  -0.0558
N2 -4.76042 -1.49639 1.31794  0.1076
C5 -2.33933 1.14096 2.42554  -0.2108
C6 -2.96067 1.63153 3.57102  0.0547
C7 -2.42630 2.72758 4.24362  -0.1116
C8 -1.26770 3.28007 3.70302  0.0570
C9 -0.70687 2.73560 2.55262  -0.2016
N3 -1.23288 1.68727 1.91950  0.0946
C10 0.53000 3.33978 1.99057  -0.1965
C11 0.86963 4.67650 2.23737  -0.0556
N4 1.98377 5.21965 1.77760  0.1038
C12 2.78549 4.44013 1.06649  -0.1025
C13 2.45070 3.12150 0.79119  -0.1378
N5 1.32847 2.57591 1.24569  0.0299
C14 -3.04000 3.26172 5.48084  -0.1550
C15 -2.54242 4.40361 6.11102  -0.0046
C16 -3.15020 4.86081 7.27109  -0.1222
N6 -4.19447 4.27142 7.83288  0.0775
C17 -4.67518 3.18905 7.24006  -0.1223
C18 -4.14337 2.64943 6.07808  -0.0043
H1 -4.35019 -3.10844 0.09624  0.1172
H2 -1.96708 -2.43863 -0.25927  0.0949
H3 -4.93485 0.16714 2.49464  0.1185
H4 -3.83733 1.13544 3.95159  0.0984
H5 -0.77480 4.10201 4.19429  0.1014
H6 0.21261 5.32942 2.79771  0.1200
H7 3.71077 4.87169 0.70312  0.1141
H8 3.10955 2.49032 0.20345  0.0982
H9 -1.69816 4.95815 5.73006  0.1027
H10 -2.77204 5.74723 7.76799  0.1147
H11 -5.53066 2.72046 7.71347  0.1146
H12 -4.60384 1.76016 5.67474  0.1026
N7 -1.26037 -3.49922 -4.01147  0.1815
C19 -2.57411 -3.09113 -3.91282  -0.1828
C20 -3.77428 -3.64233 -4.35037  -0.0030
C21 -4.92419 -2.93668 -4.05724  -0.0697
C22 -4.88694 -1.72723 -3.34972  -0.0733
C23 -3.69581 -1.18471 -2.91499  -0.0367
C24 -2.52058 -1.87924 -3.20716  -0.2553
N8 -1.21046 -1.57580 -2.88517  0.1390
C25 -0.49247 -2.55994 -3.37337  -0.2823
C26 0.95353 -2.68997 -3.24452  -0.3400
C27 1.70643 -3.76382 -3.64195  -0.3286
S1 3.34562 -3.51315 -3.23151  1.0823
C28 2.91872 -2.01362 -2.54103  -0.4599
N9 1.66230 -1.70120 -2.61146  0.0044
H13 -0.92926 -4.36465 -4.40102  0.1608
H14 -3.81224 -4.57987 -4.88886  0.1176
H15 -5.88108 -3.32815 -4.37454  0.1130
H16 -5.81923 -1.22173 -3.13564  0.1114
H17 -3.66875 -0.26468 -2.34358  0.1078
H18 1.39097 -4.67148 -4.12959  0.0798
H19 3.65972 -1.39004 -2.05910  0.0780
N10 0.01884 1.36619 -6.77775  0.2466
C29 -0.22183 0.77712 -5.38168  -0.2575
C30 -1.48762 1.36693 -4.77894  -0.0840
C31 -1.31493 2.74824 -4.10175  -0.3615
N11 -1.54335 2.57595 -2.66765  0.0335
C32 0.05803 3.36274 -4.36682  -0.1054
C33 1.29175 2.46884 -4.18092  -0.3722
N12 1.80991 2.52998 -2.81605  0.0341
C34 1.00625 0.99119 -4.52231  -0.1063
H20 -0.78533 1.19785 -7.38487  0.1756
H21 0.84241 0.94248 -7.20889  0.1766
H22 0.17085 2.37644 -6.72926  0.1496
H23 -0.36929 -0.28704 -5.57354  0.1523
H24 -1.79428 0.64816 -4.01979  0.0900
H25 -2.28958 1.38065 -5.52284  0.1311
H26 -2.04533 3.43700 -4.54662  0.1419
H27 -2.47669 2.20575 -2.51666  0.0792
H28 -1.52086 3.47134 -2.18978  0.0900
H29 0.17262 4.26467 -3.76064  0.1296
H30 0.05351 3.74152 -5.39726  0.1103
H31 2.04380 2.85027 -4.88974  0.1395
H32 1.94514 3.49036 -2.51893  0.0825
H33 2.72735 2.09607 -2.77516  0.0877
H34 0.82701 0.43626 -3.59985  0.0671
H35 1.88013 0.52021 -4.98396  0.1295
C35 1.57355 -6.11798 0.71893  -0.0693
C36 0.87765 -5.20220 -0.05440  -0.0816
C37 1.04417 -3.84275 0.16880  -0.1193
C38 1.91655 -3.38581 1.15643  -0.3759
C39 2.59796 -4.31554 1.93903  -0.0730
C40 2.42883 -5.67263 1.71847  -0.0600
P1 2.05503 -1.58283 1.34906  0.9982
C41 3.82806 -1.26236 1.05749  -0.3804
C42 4.66391 -2.13554 0.36520  -0.1120
C43 5.97620 -1.77790 0.08046  -0.0760
C44 6.47107 -0.54833 0.48633  -0.0756
C45 5.64678 0.32608 1.18380  -0.0739
C46 4.33550 -0.02481 1.45987  -0.1194
C47 1.87759 -1.27020 3.12684  -0.3732
C48 2.89938 -1.39529 4.06624  -0.0867
C49 2.65263 -1.11503 5.40046  -0.0636
C50 1.38891 -0.70684 5.80703  -0.0687
C51 0.36748 -0.57662 4.87908  -0.0718
C52 0.61267 -0.85406 3.54238  -0.1028
H36 1.44190 -7.17990 0.55807  0.1102
H37 0.19307 -5.54579 -0.82109  0.1027
H38 0.48849 -3.12245 -0.42398  0.0670
H39 3.26059 -3.97825 2.72654  0.1106
H40 2.96116 -6.38793 2.33159  0.1128
H41 4.29420 -3.10340 0.05056  0.0968
H42 6.61729 -2.47445 -0.44532  0.1099
H43 7.49716 -0.27736 0.27620  0.1088
H44 6.03242 1.27815 1.52708  0.1092
H45 3.70537 0.65158 2.02867  0.0988
H46 3.89242 -1.69325 3.75088  0.1089
H47 3.44849 -1.21329 6.12704  0.1112
H48 1.20444 -0.48863 6.85084  0.1102
H49 -0.61803 -0.25464 5.19479  0.1038
H50 -0.17730 -0.74774 2.80795  0.0657

Summary:
2S+1: 1
HOMO in eV: -11.96
ΔE to the lowest compared entry with this formula, charge and spin in kcal/mol: 15.88
Charge: +2

=====

No. 6
This record from the Open Molecules 2025 dataset describes a structure of composition C9H21AlF3IOP2. The level of theory is ωB97M-V with the def2-TZVPD basis set.

Each line ends with the natural charge from an NBO analysis.
Atoms and positions in Å:
C1 0.07567 0.02339 -3.86761  -0.6040
I1 -1.58473 -0.41413 -2.36306  0.3114
H1 1.07149 0.10957 -3.42165  0.2442
H2 -0.24013 0.93257 -4.38898  0.2561
H3 -0.00044 -0.82924 -4.55062  0.2592
Al1 -0.58918 -0.03826 -0.00873  0.8682
P1 0.29124 2.24711 0.05161  0.8897
C2 -1.19757 3.27932 -0.19778  -0.9406
C3 0.99436 2.99193 1.56859  -0.9211
H4 1.15145 4.06917 1.41712  0.2745
H5 1.49651 3.91919 -1.26808  0.2787
H6 1.95553 2.52403 1.81913  0.2699
H7 2.44405 2.42562 -1.07691  0.2668
H8 -1.92790 3.07592 0.59345  0.2687
H9 0.30502 2.85072 2.41041  0.2840
C4 1.43682 2.82147 -1.26012  -0.9319
H10 -0.90412 4.33511 -0.14229  0.2785
H11 1.10992 2.47730 -2.24922  0.2399
H12 -1.66862 3.07866 -1.16626  0.2503
P2 0.34091 -2.27889 0.39603  0.8848
C5 -1.15008 -3.34134 0.30815  -0.9421
C6 1.48888 -3.04846 -0.81195  -0.9333
H13 2.00238 -2.26972 2.18512  0.2691
H14 1.23059 -3.87214 2.01234  0.2736
H15 0.35662 -2.53541 2.81294  0.2815
C7 1.05207 -2.78769 2.00332  -0.9236
H16 2.49524 -2.62374 -0.69921  0.2662
H17 1.55618 -4.13405 -0.64702  0.2778
H18 -0.85417 -4.37881 0.50809  0.2795
H19 -1.63541 -3.27872 -0.67215  0.2469
H20 1.16317 -2.86827 -1.84329  0.2450
H21 -1.87482 -3.03179 1.07029  0.2674
C8 -2.90879 -0.03053 0.39402  0.5213
O1 -3.89427 -0.03264 0.98915  -0.3229
F1 -1.54877 1.25768 2.51899  -0.3639
C9 -0.85461 0.12522 2.09649  0.5452
F2 0.34746 0.18714 2.78799  -0.3519
F3 -1.53199 -0.93731 2.69168  -0.3632

Summary:
2S+1: 1
HOMO in eV: -16.53
ΔE to the lowest compared entry with this formula, charge and spin in kcal/mol: 0.00
Charge: +2